# 1
{
  "formula": "C2H2Cl6",
  "method": "the ωB97M-V functional and the def2-TZVPD basis",
  "elements": ["Cl", "H", "Cl", "H", "Cl", "C", "Cl", "C", "Cl", "Cl"],
  "coordinates": [[1.286141, 1.192326, -1.989367], [-0.842239, -0.903244, 0.752473], [0.258001, 3.091156, 0.094873], [-0.934799, 2.108466, -1.702427], [1.303141, -0.762044, 1.794933], [-0.039109, -1.622414, 0.913223], [0.624051, -2.251674, -0.647637], [-0.154439, 1.741996, -1.035467], [-0.721919, 0.365336, -0.066227], [-0.778829, -2.959904, 1.885623]],
  "forces_ev_per_a": [[-0.9812, 0.5336, 0.5611], [0.0008, -3.2171, 1.7891], [-0.0670, -0.6067, -0.7227], [0.3080, -0.1836, 0.0249], [-0.9596, -0.8899, -0.2772], [1.5475, -2.9469, 1.4953], [-0.5982, 0.1894, 1.0603], [0.5174, 0.6796, 0.1619], [-0.4086, 5.8186, -3.6740], [0.6411, 0.6231, -0.4187]],
  "total_charge": 0,
  "homo_energy_ev": -10.94,
  "de_lowest_kj_mol": 239.9,
  "energy_ha": -2838.45693,
  "max_force_ev_per_a": 6.89
}

=====

# 2
{
  "formula": "C2H2Cl6",
  "method": "the ωB97M-V functional and the def2-TZVPD basis",
  "elements": ["Cl", "C", "H", "Cl", "H", "Cl", "Cl", "Cl", "Cl", "C"],
  "coordinates": [[5.847390, -10.639477, 26.620846], [4.301068, -9.838615, 27.228663], [3.513536, -7.666402, 29.387894], [2.493069, -9.823579, 29.094102], [4.173016, -10.274357, 28.219538], [3.469975, -8.431733, 31.636754], [4.506102, -8.042144, 27.322289], [2.910668, -10.110203, 26.266248], [5.358960, -9.093457, 29.484053], [3.647652, -8.669235, 29.793431]],
  "forces_ev_per_a": [[-1.1479, 0.6527, 0.0572], [1.8662, -0.0360, -1.4851], [-0.3472, -0.5357, 0.1638], [-1.1744, 0.9736, 2.6427], [0.4332, 0.0435, -1.3489], [-0.1488, -0.4936, -1.5539], [-0.3980, 0.2533, -3.1569], [-0.2126, -0.7651, -1.3227], [0.6662, -0.6558, 3.7836], [0.4635, 0.5632, 2.2202]],
  "total_charge": 0,
  "homo_energy_ev": -10.26,
  "de_lowest_kj_mol": 262.4,
  "energy_ha": -2838.44837,
  "max_force_ev_per_a": 3.90
}

=====

# 3
{
  "formula": "C2H2ClF2I",
  "method": "the ωB97M-V functional and the def2-TZVPD basis",
  "elements": ["C", "F", "H", "I", "C", "Cl", "H", "F"],
  "coordinates": [[-1.237154, 1.218404, -0.449237], [-1.579424, 1.579456, -1.731948], [0.140476, -0.054775, 0.787031], [-2.967207, -0.410192, 0.027658], [-0.142375, 0.257460, -0.230081], [-1.378002, 2.538069, 0.612591], [0.153099, -0.370208, -1.207018], [1.463535, 1.785482, 0.041344]],
  "forces_ev_per_a": [[-1.2113, -0.4691, -0.5150], [1.1269, -0.6720, 1.5390], [-0.3775, 0.2376, -0.7652], [1.1849, 0.6559, -0.1825], [1.8895, 0.8974, -2.0575], [-0.0159, -0.0406, 0.0183], [-0.5082, 1.5423, 2.5714], [-2.0882, -2.1514, -0.6086]],
  "total_charge": 0,
  "homo_energy_ev": [-10.57, -10.55],
  "de_lowest_kj_mol": 359.8,
  "energy_ha": -1034.87769,
  "max_force_ev_per_a": 3.06
}

=====

# 4
{
  "formula": "C2H2ClF2NO",
  "method": "the ωB97M-V functional and the def2-TZVPD basis",
  "elements": ["F", "F", "H", "C", "C", "N", "H", "Cl", "O"],
  "coordinates": [[-1.064606, 0.563532, 1.207040], [-1.635359, 0.646639, -0.875156], [0.702624, -1.181155, -0.859050], [1.313544, 0.498964, 0.112793], [-1.048967, -0.127926, 0.034459], [0.396712, -0.462972, -0.206321], [2.222603, 0.129133, -0.234218], [-2.012643, -1.637622, 0.221908], [1.126096, 1.571409, 0.598547]],
  "forces_ev_per_a": [[-0.5687, -0.9284, -0.9022], [0.4666, -0.2669, -0.1754], [-0.6384, 0.1737, 0.3188], [-0.8930, 0.3187, -0.4196], [1.5223, -0.6563, 1.2766], [-3.0406, 0.6464, 0.1630], [2.5357, -0.3812, -0.3583], [0.4387, 0.6070, -0.2178], [0.1775, 0.4870, 0.3149]],
  "total_charge": 0,
  "homo_energy_ev": -10.55,
  "de_lowest_kj_mol": 14.3,
  "energy_ha": -867.32832,
  "smiles": "O=CNC(F)(F)Cl",
  "max_force_ev_per_a": 3.11
}

=====

# 5
{
  "formula": "C2H2ClF2P",
  "method": "the ωB97M-V functional and the def2-TZVPD basis",
  "elements": ["F", "H", "P", "C", "Cl", "C", "F", "H"],
  "coordinates": [[1.322660, -0.752985, -1.317401], [0.204748, 1.830806, 0.281370], [-0.475735, 0.475199, 0.291345], [1.117627, -0.592112, 0.015339], [-3.284749, -0.115244, -0.364689], [-2.069722, 0.895829, -0.015478], [1.191327, -1.800804, 0.568356], [1.993847, 0.059309, 0.541158]],
  "forces_ev_per_a": [[0.2470, 0.1679, 0.2082], [-0.8006, -2.0161, 0.0631], [1.3367, 2.6765, 0.5377], [1.5154, 1.6378, 0.6037], [-1.7088, -1.3111, -0.5193], [1.8318, 0.5036, 0.3107], [-0.5079, -0.4993, 0.2944], [-1.9136, -1.1593, -1.4985]],
  "total_charge": 0,
  "homo_energy_ev": -8.75,
  "de_lowest_kj_mol": 278.2,
  "energy_ha": -1078.51902,
  "smiles": "FC(F)[PH]#CCl",
  "max_force_ev_per_a": 3.04
}

=====

# 6
{
  "formula": "C2H2ClF3S",
  "method": "the ωB97M-V functional and the def2-TZVPD basis",
  "elements": ["C", "F", "H", "F", "C", "F", "S", "H", "Cl"],
  "coordinates": [[-0.475216, -0.415472, 0.561226], [-0.096754, -1.336896, 1.382394], [1.051034, 0.938654, 0.888313], [2.083652, -0.842634, -0.094161], [0.519173, 0.528803, 0.100883], [-0.901656, -1.071415, -0.594418], [0.276336, 1.329975, -1.351327], [-0.473281, 0.539898, -2.064553], [-1.983289, 0.329087, 1.171644]],
  "forces_ev_per_a": [[-2.7359, -2.3014, -2.1148], [0.6768, -0.3126, 1.0629], [1.2026, 1.4064, 1.0027], [-2.4511, 2.0807, 0.2136], [1.8759, -1.8775, -1.4131], [0.0231, -0.2014, 0.5678], [1.6235, 1.8855, 0.4460], [-0.7328, -1.1175, -0.0076], [0.5179, 0.4377, 0.2425]],
  "total_charge": 0,
  "homo_energy_ev": [-10.85, -10.86],
  "de_lowest_kj_mol": 222.4,
  "energy_ha": -1235.28385,
  "max_force_ev_per_a": 4.15
}

=====

# 7
{
  "formula": "C2H2ClF3Si",
  "method": "the ωB97M-V functional and the def2-TZVPD basis",
  "elements": ["H", "F", "C", "F", "H", "Si", "C", "F", "Cl"],
  "coordinates": [[-0.064693, -1.515106, -0.000594], [-2.598080, 0.840010, -1.247826], [0.654401, 0.431575, -0.000479], [-3.064076, -1.296182, 0.000358], [0.486143, 1.498112, 0.000661], [-2.128330, -0.018886, -0.000030], [-0.326494, -0.465180, -0.000420], [-2.597537, 0.840426, 1.247649], [2.308206, 0.003721, -0.000010]],
  "forces_ev_per_a": [[0.0150, -0.1120, -0.0005], [0.3661, -0.0583, -0.0434], [-0.6086, -0.0986, 0.0061], [0.3717, -0.1526, 0.0001], [0.0505, 0.1050, -0.0026], [-0.3242, 0.2018, -0.0012], [-0.5440, 0.2076, -0.0011], [0.3661, -0.0579, 0.0441], [0.3075, -0.0350, -0.0014]],
  "total_charge": 0,
  "homo_energy_ev": -10.64,
  "de_lowest_kj_mol": 0.0,
  "energy_ha": -1126.89410,
  "smiles": "F[Si](F)(F)/C=C/Cl",
  "max_force_ev_per_a": 0.62
}

=====

# 8
{
  "formula": "C2H2ClFO2",
  "method": "the ωB97M-V functional and the def2-TZVPD basis",
  "elements": ["O", "C", "C", "O", "H", "H", "F", "Cl"],
  "coordinates": [[-0.885703, 0.469980, 1.382043], [0.825467, 0.287838, -0.313134], [-0.539130, 0.024698, 0.302290], [-1.296644, -0.790346, -0.452237], [0.857758, 0.076744, -1.389003], [-2.133293, -0.916070, 0.074584], [1.169899, 1.570670, -0.092529], [2.001647, -0.723514, 0.487984]],
  "forces_ev_per_a": [[0.5207, -0.5900, -1.7787], [-0.0865, -0.0179, -0.5183], [-0.8248, 0.3507, 1.7555], [-0.6878, 0.1709, 0.8176], [-0.1000, 0.0456, 0.2999], [0.9319, 0.0528, -0.6959], [-0.0746, 0.5616, -0.0689], [0.3212, -0.5737, 0.1889]],
  "total_charge": 0,
  "homo_energy_ev": -11.14,
  "de_lowest_kj_mol": 0.0,
  "energy_ha": -787.95534,
  "smiles": "O=C(O)[C@@H](F)Cl",
  "max_force_ev_per_a": 1.97
}

=====

What did the sixth record say?
{
  "formula": "C2H2ClF3S",
  "method": "the ωB97M-V functional and the def2-TZVPD basis",
  "elements": ["C", "F", "H", "F", "C", "F", "S", "H", "Cl"],
  "coordinates": [[-0.475216, -0.415472, 0.561226], [-0.096754, -1.336896, 1.382394], [1.051034, 0.938654, 0.888313], [2.083652, -0.842634, -0.094161], [0.519173, 0.528803, 0.100883], [-0.901656, -1.071415, -0.594418], [0.276336, 1.329975, -1.351327], [-0.473281, 0.539898, -2.064553], [-1.983289, 0.329087, 1.171644]],
  "forces_ev_per_a": [[-2.7359, -2.3014, -2.1148], [0.6768, -0.3126, 1.0629], [1.2026, 1.4064, 1.0027], [-2.4511, 2.0807, 0.2136], [1.8759, -1.8775, -1.4131], [0.0231, -0.2014, 0.5678], [1.6235, 1.8855, 0.4460], [-0.7328, -1.1175, -0.0076], [0.5179, 0.4377, 0.2425]],
  "total_charge": 0,
  "homo_energy_ev": [-10.85, -10.86],
  "de_lowest_kj_mol": 222.4,
  "energy_ha": -1235.28385,
  "max_force_ev_per_a": 4.15
}